Entry from the Open Molecules 2025 dataset: a structure of composition C5H11ClMnNOPb (ωB97M-V/def2-TZVPD).

```
! RIJCOSX wB97M-V def2-TZVPD def2/J DEFGRID3
* xyz 0 5
H 2.8027 0.2853 1.5575
C -0.4221 0.6055 4.8612
Mn -0.6546 -0.3343 -1.1996
C 0.5905 0.0254 -2.7421
H -2.3595 0.9378 0.9190
Pb 0.1644 -0.1969 1.5504
H 1.1489 0.9734 -2.8590
N -0.3849 0.3235 3.7084
C -1.4278 0.9231 0.2896
H -1.1161 1.9951 0.3091
H 1.8153 1.5712 2.4206
C 1.9615 0.9986 1.4681
H -2.3419 -2.2340 -2.0987
H -1.5712 -1.2410 -3.2979
H -0.5969 -2.5340 -2.4826
O -0.5052 0.9155 6.0179
H -0.0878 -0.0236 -3.6090
C -1.3691 -1.7580 -2.3531
H 2.0716 1.6884 0.6156
H 1.3067 -0.8227 -2.7838
Cl 0.9757 -2.0982 -0.2915
*
```

## Properties
HOMO-LUMO gap (spin up / spin down) = 5.71 / 6.89 eV
E_LUMO (spin up / spin down) = -2.888 / -2.849 eV